Entry from the Open Molecules 2025 dataset: a molecular structure, C3H5GaO3 at a distorted geometry (ωB97M-V/def2-TZVPD).

Output
ΔE to the lowest compared entry with this formula, charge and spin = 209.55 kJ/mol
DFT total energy = -61699.6023 eV
HOMO (spin up / spin down) = -14.66 / -14.83 eV

```
! RIJCOSX wB97M-V def2-TZVPD def2/J DEFGRID3
* xyz 1 2
H -2.18 -0.07 -0.04
C -1.31 0.18 0.58
C -0.72 1.55 0.28
O 0.16 1.13 -0.81
C 0.29 -0.20 -0.53
O 0.12 -1.25 -1.21
Ga 0.12 -2.15 0.91
O 1.22 -0.50 0.50
H -1.71 0.21 1.61
H -0.13 1.96 1.10
H -1.43 2.27 -0.17
H 2.12 -0.26 0.26
*
```